No. 1
Here is a molecular structure, C13H17CeIN2 from OMol25. Energies are from wB97M-V/def2-TZVPD.

- energy relative to the best compared isomer or geometry (same formula, charge and spin) (kJ/mol) = 73.8
- net charge = +2
- Kohn-Sham gap (alpha / beta) (eV) = 6.85 / 6.85
- DFT total energy (Ha) = -1387.27376

Positions of all 34 atoms, in Å:
C1 3.696 4.348 1.577
C2 4.875 3.455 1.207
H1 3.376 4.953 0.726
H2 3.960 5.038 2.382
H3 2.836 3.763 1.909
H4 4.575 2.662 0.522
H5 5.669 4.026 0.722
H6 5.308 2.984 2.091
C3 -2.734 1.200 -0.232
C4 -3.939 1.121 -0.921
C5 -4.163 0.003 -1.739
C6 -3.217 -1.003 -1.869
H7 -2.439 2.023 0.436
H8 -4.638 1.901 -0.802
H9 -5.096 -0.084 -2.286
H10 -3.359 -1.862 -2.482
N1 -1.813 0.209 -0.384
C7 -2.021 -0.891 -1.166
C8 -0.958 -1.900 -1.236
N2 0.183 -1.709 -0.536
C9 1.267 -2.507 -0.442
C10 0.075 -3.922 -1.957
C11 1.223 -3.667 -1.193
H11 2.104 -2.179 0.201
H12 2.053 -4.306 -1.154
C12 -1.006 -3.061 -1.988
H13 -1.881 -3.222 -2.549
H14 0.022 -4.833 -2.554
Ce1 0.216 0.103 0.825
I1 -0.083 2.645 2.069
C13 -0.874 -1.083 2.498
H15 -0.318 -2.042 2.648
H16 -1.840 -1.534 2.158
H17 -1.057 -0.630 3.515

***

No. 2
Here is 3 unconnected molecules or ions with the total composition C23H46ClF5O6Si2 from OMol25. Energies are from wB97M-V/def2-TZVPD.

- SMILES = CCOCCCCC[Si@@H](O[SiH2]CCCC(F)(F)C(F)(F)F)[C@H](Cl)CC.CCOC(C)=O.CCOC(C)=O
- Kohn-Sham gap (eV) = 10.11
- DFT total energy (Ha) = -2894.03070

Positions of all 83 atoms, in Å:
C1 5.727 -0.679 2.418
C2 5.067 -1.873 3.106
O1 4.486 -2.796 2.199
C3 3.358 -2.329 1.472
C4 2.022 -2.669 2.134
C5 1.469 -1.568 3.039
C6 0.237 -1.984 3.847
C7 -1.043 -1.879 3.001
Si1 -1.642 -0.118 2.768
O2 -0.549 0.877 3.515
Si2 -0.203 2.480 3.319
C8 0.984 2.594 1.885
C9 1.645 3.952 1.662
C10 2.723 3.995 0.574
C11 2.370 3.331 -0.741
F1 1.084 3.597 -1.086
F2 3.147 3.870 -1.712
C12 2.578 1.774 -0.846
F3 1.428 1.109 -0.730
F4 3.130 1.431 -2.017
F5 3.396 1.349 0.124
C13 -1.789 0.251 0.913
Cl1 -2.761 1.745 0.657
C14 -2.388 -0.950 0.159
C15 -1.334 -1.828 -0.539
H1 5.053 0.169 2.289
H2 6.581 -0.332 3.003
H3 6.085 -0.983 1.432
H4 4.320 -1.524 3.830
H5 5.802 -2.455 3.661
H6 3.430 -1.242 1.320
H7 3.425 -2.793 0.487
H8 1.297 -2.882 1.340
H9 2.150 -3.596 2.703
H10 2.252 -1.208 3.711
H11 1.204 -0.711 2.404
H12 0.361 -3.020 4.181
H13 0.163 -1.373 4.749
H14 -0.831 -2.323 2.023
H15 -1.860 -2.469 3.427
H16 -2.982 0.093 3.360
H17 -1.432 3.259 3.062
H18 0.427 2.987 4.559
H19 0.411 2.315 0.995
H20 1.736 1.809 2.042
H21 0.876 4.690 1.423
H22 2.128 4.291 2.583
H23 3.662 3.569 0.930
H24 2.927 5.033 0.303
H25 -0.808 0.486 0.493
H26 -2.990 -1.569 0.832
H27 -3.093 -0.555 -0.574
H28 -0.322 -1.440 -0.392
H29 -1.512 -1.873 -1.615
H30 -1.342 -2.854 -0.171
O3 -4.797 -4.340 1.342
C16 -5.310 -4.183 0.268
O4 -4.845 -3.185 -0.517
C17 -5.279 -2.978 -1.867
C18 -6.554 -2.165 -1.941
C19 -6.480 -5.017 -0.197
H31 -5.369 -3.931 -2.390
H32 -4.454 -2.435 -2.327
H33 -7.392 -2.687 -1.479
H34 -6.809 -1.967 -2.983
H35 -6.420 -1.212 -1.430
H36 -7.391 -4.558 0.188
H37 -6.383 -6.002 0.250
H38 -6.572 -5.111 -1.275
O5 0.278 4.402 -7.529
C20 0.758 3.861 -6.571
O6 0.458 2.560 -6.353
C21 1.070 1.792 -5.310
C22 0.391 1.999 -3.974
C23 1.628 4.606 -5.584
H39 2.138 2.004 -5.256
H40 0.965 0.760 -5.641
H41 0.470 3.033 -3.641
H42 0.840 1.361 -3.216
H43 -0.669 1.752 -4.047
H44 0.972 5.087 -4.857
H45 2.154 5.384 -6.131
H46 2.341 3.991 -5.044

***

No. 3
Here is a molecular structure, C4H9FKO2 from OMol25. Energies are from wB97M-V/def2-TZVPD.

- net charge = -1
- Kohn-Sham gap (eV) = 4.89
- DFT total energy (Ha) = -1007.91490

Positions of all 17 atoms, in Å:
F1 -0.745 -2.510 0.319
C1 3.582 -0.449 0.080
O1 2.597 -0.241 1.172
C2 1.994 1.022 1.167
C3 0.540 0.916 1.600
O2 -0.204 0.233 0.640
H1 4.099 -1.379 0.396
H2 4.352 0.347 0.198
H3 2.027 1.448 0.143
H4 2.537 1.726 1.830
H5 0.142 1.945 1.743
H6 0.503 0.419 2.594
K1 1.229 -1.361 -0.651
C4 -1.652 -0.840 1.194
H7 -2.488 -0.322 1.683
H8 -1.268 -1.211 2.159
H9 -2.135 -0.791 0.205

***

No. 4
Here is a molecular structure, C36H42MnN8O5SSi from OMol25. Energies are from wB97M-V/def2-TZVPD.

- energy relative to the best compared isomer or geometry (same formula, charge and spin) (kJ/mol) = 0.0
- Kohn-Sham gap (alpha / beta) (eV) = 7.31 / 6.99
- DFT total energy (Ha) = -4050.00502
- 2S+1 = 2

Positions of all 94 atoms, in Å:
Mn1 -0.531 -0.729 0.150
N1 -5.928 4.681 2.711
C1 -4.693 4.192 2.311
C2 -3.513 4.792 2.751
C3 -2.283 4.322 2.326
C4 -2.215 3.263 1.438
C5 -3.381 2.656 0.998
C6 -4.611 3.111 1.426
S1 -0.642 2.661 0.891
O1 -0.557 2.810 -0.552
O2 0.369 3.337 1.661
N2 -0.692 1.089 1.163
C7 -1.053 0.518 2.327
N3 -1.220 1.149 3.483
C8 -1.478 0.367 4.527
C9 -1.553 -1.016 4.447
C10 -1.392 -1.588 3.194
N4 -1.177 -0.827 2.127
H1 -5.928 5.210 3.568
H2 -6.690 4.025 2.663
H3 -3.561 5.625 3.441
H4 -1.365 4.763 2.689
H5 -3.321 1.805 0.333
H6 -5.521 2.629 1.087
H7 -1.620 0.871 5.477
H8 -1.732 -1.621 5.322
H9 -1.438 -2.659 3.037
C11 1.122 -2.573 -4.352
O3 0.258 -2.855 -3.249
C12 0.115 -1.963 -2.277
O4 -0.541 -2.274 -1.288
N5 0.673 -0.738 -2.436
N6 0.478 0.178 -1.389
H10 1.145 -3.484 -4.942
H11 2.130 -2.346 -4.001
H12 0.718 -1.765 -4.966
H13 1.243 -0.483 -3.223
H14 -0.121 0.958 -1.673
H15 1.367 0.540 -1.054
C13 4.537 -3.201 -2.389
C14 3.559 -4.066 -1.918
C15 2.670 -3.651 -0.936
C16 2.729 -2.371 -0.382
C17 3.721 -1.517 -0.879
C18 4.609 -1.915 -1.868
Si1 1.508 -1.741 0.970
C19 1.107 -3.289 2.015
C20 0.197 -4.217 1.492
C21 -0.249 -5.300 2.234
C22 0.195 -5.478 3.538
C23 1.090 -4.569 4.079
C24 1.539 -3.493 3.325
C25 2.719 -0.715 2.055
C26 2.424 0.588 2.452
C27 3.286 1.325 3.255
C28 4.478 0.766 3.687
C29 4.807 -0.527 3.295
C30 3.939 -1.246 2.490
H16 5.240 -3.528 -3.145
H17 3.496 -5.074 -2.310
H18 1.930 -4.356 -0.578
H19 3.826 -0.523 -0.457
H20 5.378 -1.233 -2.211
H21 -0.197 -4.067 0.489
H22 -0.954 -6.000 1.800
H23 -0.160 -6.314 4.127
H24 1.442 -4.696 5.096
H25 2.222 -2.787 3.780
H26 1.513 1.063 2.114
H27 3.021 2.338 3.530
H28 5.152 1.334 4.316
H29 5.742 -0.969 3.615
H30 4.220 -2.250 2.186
C31 -2.792 1.642 -3.138
N7 -3.839 0.911 -2.441
C32 -5.223 1.141 -2.813
C33 -6.151 0.742 -1.682
C34 -5.776 -0.649 -1.212
N8 -4.389 -0.663 -0.796
C35 -4.001 -1.605 0.234
C36 -3.440 0.061 -1.457
O5 -2.235 -0.012 -1.182
H31 -3.262 2.303 -3.864
H32 -2.127 0.960 -3.672
H33 -2.202 2.238 -2.440
H34 -5.472 0.579 -3.724
H35 -5.341 2.201 -3.044
H36 -7.187 0.771 -2.018
H37 -6.042 1.447 -0.853
H38 -5.950 -1.380 -2.014
H39 -6.385 -0.958 -0.361
H40 -4.690 -1.522 1.076
H41 -2.997 -1.377 0.585
H42 -4.015 -2.634 -0.137

***

No. 5
Here is 4 unconnected molecules or ions with the total composition CH7O5 from OMol25. Energies are from wB97M-V/def2-TZVPD.

- energy relative to the best compared isomer or geometry (same formula, charge and spin) (kJ/mol) = 19.9
- net charge = -1
- Kohn-Sham gap (eV) = 9.61
- DFT total energy (Ha) = -418.59974

Positions of all 13 atoms, in Å:
O1 0.776 1.454 -1.129
C1 0.976 0.567 -0.285
O2 0.233 0.203 0.668
H1 1.806 -0.134 -0.557
H2 0.392 -2.779 1.242
H3 0.924 -1.369 1.391
O3 1.183 -2.322 1.494
H4 -0.693 -1.091 -0.074
H5 -0.812 -1.927 -1.343
O4 -1.171 -1.879 -0.459
H6 -2.010 1.791 0.061
H7 -0.676 2.122 -0.531
O5 -1.567 2.537 -0.362

***

No. 6
Here is a molecular structure, C29H34CrN6O6S2 from OMol25. Energies are from wB97M-V/def2-TZVPD.

- energy relative to the best compared isomer or geometry (same formula, charge and spin) (kJ/mol) = 137.1
- net charge = +1
- Kohn-Sham gap (alpha / beta) (eV) = 7.65 / 7.38
- DFT total energy (Ha) = -3746.20506
- 2S+1 = 2

Positions of all 78 atoms, in Å:
Cr1 -0.289 0.161 0.243
O1 2.268 -1.394 -0.743
C1 3.281 -0.605 -0.165
C2 2.819 0.772 0.291
N1 1.655 0.779 1.218
C3 1.831 -0.186 2.312
C4 1.168 -1.515 1.967
O2 1.502 -2.577 2.409
O3 0.109 -1.335 1.186
C5 1.425 2.154 1.677
C6 0.434 2.859 0.772
O4 0.343 4.055 0.694
O5 -0.331 2.011 0.121
H1 2.025 -0.980 -1.584
H2 4.115 -0.448 -0.858
H3 3.676 -1.180 0.674
H4 2.552 1.394 -0.564
H5 3.669 1.243 0.803
H6 1.305 0.185 3.195
H7 2.876 -0.340 2.585
H8 2.348 2.733 1.740
H9 0.985 2.134 2.677
S1 -1.406 0.709 2.419
C7 -2.728 -0.273 2.567
N2 -3.342 -0.503 3.717
C8 -4.693 -1.048 3.777
C9 -4.856 -2.129 2.751
N3 -4.408 -1.655 1.439
C10 -5.118 -2.259 0.295
C11 -5.102 -3.762 0.379
C12 -3.907 -4.445 0.165
C13 -3.868 -5.826 0.267
C14 -5.023 -6.533 0.577
C15 -6.215 -5.859 0.783
C16 -6.253 -4.474 0.688
C17 -3.311 -0.927 1.309
S2 -2.535 -0.727 -0.159
C18 -2.793 -0.089 5.018
C19 -2.519 -1.306 5.863
C20 -1.660 -2.294 5.384
C21 -1.398 -3.417 6.150
C22 -1.989 -3.560 7.400
C23 -2.840 -2.578 7.881
C24 -3.106 -1.453 7.111
H10 -5.413 -0.236 3.629
H11 -4.839 -1.463 4.773
H12 -5.900 -2.424 2.664
H13 -4.278 -3.018 3.018
H14 -4.630 -1.919 -0.614
H15 -6.138 -1.868 0.313
H16 -3.008 -3.893 -0.080
H17 -2.938 -6.351 0.100
H18 -4.991 -7.611 0.652
H19 -7.116 -6.408 1.018
H20 -7.188 -3.948 0.842
H21 -3.519 0.571 5.498
H22 -1.889 0.487 4.837
H23 -1.184 -2.182 4.416
H24 -0.724 -4.176 5.776
H25 -1.782 -4.437 7.998
H26 -3.297 -2.685 8.855
H27 -3.770 -0.684 7.489
C25 1.449 0.231 -4.907
N4 0.165 0.513 -4.272
C26 -0.964 0.715 -4.997
C27 -2.136 1.025 -4.403
C28 -2.116 1.141 -2.979
N5 -1.048 0.817 -2.267
C29 0.119 0.569 -2.890
O6 1.145 0.371 -2.231
N6 -3.182 1.619 -2.326
H28 1.327 0.329 -5.982
H29 1.776 -0.778 -4.662
H30 2.196 0.939 -4.554
H31 -0.861 0.622 -6.069
H32 -3.027 1.213 -4.980
H33 -4.002 1.915 -2.823
H34 -3.105 1.808 -1.341